Entry 1:
The following is a quantum chemistry calculation of an isolated molecule of C4H8O3 in a non-equilibrium geometry, from the OMol25 dataset.

**ΔE to the lowest compared entry with this formula, charge and spin**: 4.992 eV
**Lowest unoccupied orbital energy**: 0.507 eV
**SMILES string**: C/C(O)=C(/O)CO
**Maximum force**: 8.6 eV Å⁻¹
**Frontier orbital gap**: 9.3 eV
**Energy**: -382.78135 hartree

Structure (XYZ):
```
15
Properties=species:S:1:pos:R:3:forces:R:3:nbo_charge:R:1
C -0.83431 -1.25785 0.15478 0.5 2.4 2.2 -0.138
C 0.93903 0.49874 -1.67621 0.0 -0.3 -0.2 -0.671
C 0.02809 0.22301 0.77656 -3.5 -7.6 -2.0 0.335
C 0.77868 0.49905 -0.21359 2.7 6.4 2.2 0.179
O -0.15076 0.30948 2.09051 -0.1 0.5 -0.3 -0.660
O 1.33574 1.95713 0.48053 0.6 -1.5 -1.5 -0.823
O -2.02242 -1.20081 0.93315 -0.6 -0.4 -0.1 -0.741
H -0.93085 -0.27035 2.28012 0.4 0.4 -0.2 0.512
H 1.81314 1.69787 1.28783 -0.1 0.0 -0.5 0.455
H -2.61411 -0.55468 0.51775 0.2 -0.2 0.2 0.478
H -0.27065 -2.13481 0.46994 -0.1 0.0 0.0 0.183
H -1.05833 -1.28380 -0.91066 0.3 0.3 0.0 0.174
H 0.14484 1.08385 -2.14609 0.1 -0.1 0.0 0.231
H 0.94685 -0.51417 -2.08694 -0.1 0.1 0.1 0.228
H 1.89505 0.94733 -1.95768 -0.1 0.0 0.3 0.257
```
Forces are in eV/Å.

***

Entry 2:
The following is a quantum chemistry calculation of a cluster of 2 separate species, C3H4BrCl in total in a non-equilibrium geometry, from the OMol25 dataset.

**ΔE to the lowest compared entry with this formula, charge and spin**: 1.580 eV
**Lowest unoccupied orbital energy**: 0.287 eV
**SMILES string**: C=C=CBr.Cl
**Maximum force**: 2.3 eV Å⁻¹
**Frontier orbital gap**: 10.1 eV
**Energy**: -3150.83599 hartree

Structure (XYZ):
```
9
Properties=species:S:1:pos:R:3:forces:R:3:nbo_charge:R:1
C 0.01987 -0.42086 -0.92504 1.0 -0.4 -1.7 -0.354
C -0.49468 0.67080 -0.48064 -1.0 1.6 1.3 0.054
C -0.78160 1.82043 0.12189 0.5 -1.8 0.1 -0.448
Cl 1.90526 -1.56554 1.53744 -1.1 -1.1 -0.1 -0.302
Br -0.64562 -2.23470 -0.84920 0.1 0.9 0.2 0.046
H 0.89773 -0.29318 -1.59591 -0.7 -0.6 0.5 0.246
H -1.58696 2.51057 -0.14094 0.6 -0.2 -0.1 0.236
H -0.19562 1.91505 1.05046 -0.6 0.5 -0.3 0.234
H 0.88164 -2.40257 1.28193 1.3 1.1 0.3 0.289
```
Forces are in eV/Å.

***

Entry 3:
The following is a quantum chemistry calculation of the ion C51H79N18O5 with charge +1 in a non-equilibrium geometry, from the OMol25 dataset.

**Lowest unoccupied orbital energy**: -1.388 eV
**Maximum force**: 1.2 eV Å⁻¹
**Frontier orbital gap**: 8.4 eV
**Energy**: -3352.44850 hartree
**Total charge**: +1

Structure (XYZ):
```
153
Properties=species:S:1:pos:R:3:forces:R:3:nbo_charge:R:1
C 2.90726 -3.28120 4.46100 -0.1 -0.4 -0.3 -0.193
C 2.62531 -3.99601 3.54302 0.0 0.3 0.2 -0.067
C 2.29432 -4.79743 2.37433 0.0 -0.3 -0.3 -0.146
O 1.86582 -4.01110 1.26705 0.4 -0.2 0.2 -0.552
C 0.48456 -3.71376 1.21393 -0.6 0.3 0.3 -0.103
H 0.35060 -3.17970 0.27082 -0.1 -0.1 0.0 0.216
C -0.05103 -2.84850 2.35401 0.2 -0.3 -0.2 -0.104
O 0.57324 -1.57725 2.33871 0.1 -0.2 -0.2 -0.573
C -0.15787 -0.57524 3.01948 -0.3 0.3 -0.1 -0.100
H 0.54827 0.23338 3.21481 -0.1 0.0 0.1 0.226
H -0.52794 -0.95965 3.97791 0.0 0.0 0.0 0.177
C -1.31496 -0.01371 2.17891 0.4 0.0 0.2 -0.135
O -2.51192 -0.77880 2.25247 -0.1 -0.3 -0.2 -0.578
C -3.37023 -0.53384 3.34627 -0.2 0.1 0.0 -0.071
C -4.08041 0.83068 3.27889 0.3 -0.2 0.1 -0.250
N -4.53384 1.11566 1.94460 -0.1 -0.2 0.1 -0.574
C -4.16944 2.21418 1.26099 0.0 0.3 -0.3 0.626
N -4.50042 2.25455 -0.03181 -0.2 -0.3 -0.1 -0.638
C -4.06818 3.33297 -0.68487 0.0 0.0 0.5 0.628
N -3.31474 4.29976 -0.15746 0.1 0.2 -0.2 -0.640
C -3.13738 4.20527 1.16234 -0.3 -0.2 -0.3 0.637
N -3.52947 3.18097 1.91697 0.1 -0.1 0.4 -0.644
N -2.56231 5.25645 1.79033 0.0 0.0 0.1 -0.403
C -2.40954 5.27417 3.22212 0.0 0.0 0.2 -0.236
C -1.00606 4.76664 3.60936 -0.1 -0.2 0.2 -0.241
N -0.13675 4.81240 2.44426 -0.1 0.1 0.2 -0.423
C 0.49177 3.68188 2.07843 0.4 0.0 -0.1 0.705
O 0.38756 2.64711 2.71582 -0.1 -0.2 0.0 -0.655
C 1.40689 3.73891 0.84032 -0.4 0.3 0.0 -0.140
N 2.35248 2.66320 0.96017 0.0 -0.9 0.1 -0.168
C 2.10180 1.34554 1.07605 0.7 -0.2 0.1 -0.068
C 3.34742 0.77652 1.27575 -1.0 0.1 -0.2 0.093
N 4.25475 1.77470 1.24803 0.5 -0.3 0.0 -0.270
N 3.65355 2.89005 1.07028 0.2 1.2 0.0 -0.062
C 3.65703 -0.66356 1.53569 0.4 0.0 0.1 -0.090
C 5.14369 -1.01222 1.37145 0.0 0.0 0.2 -0.203
C 5.34099 -2.52943 1.36854 0.1 0.3 -0.1 -0.630
H 4.96750 -2.98264 0.45375 -0.1 -0.1 -0.1 0.201
H 6.40119 -2.75726 1.43917 0.1 -0.1 0.0 0.227
H 4.84044 -2.98635 2.21842 -0.1 -0.1 0.1 0.214
H 5.47450 -0.61253 0.40723 0.0 0.0 0.0 0.207
C 6.01008 -0.34466 2.45158 -0.1 0.1 0.0 -0.409
C 5.69083 -0.75665 3.88432 0.1 0.0 -0.2 -0.616
H 6.41655 -0.30614 4.55644 0.0 0.0 0.1 0.223
H 5.74071 -1.83515 4.00919 0.0 -0.1 0.1 0.202
H 4.70519 -0.40991 4.18395 -0.1 0.0 0.1 0.193
H 7.05146 -0.59381 2.24036 0.0 0.0 -0.1 0.204
H 5.90148 0.73520 2.35710 0.2 -0.1 0.0 0.243
H 3.33964 -0.90769 2.55629 0.0 -0.1 -0.1 0.229
N 2.83953 -1.48186 0.61675 -0.1 0.0 0.4 -0.821
H 3.19724 -1.43841 -0.42846 0.0 0.0 0.5 0.449
H 2.78256 -2.46002 0.93811 0.0 0.2 -0.1 0.450
H 1.86189 -1.15300 0.57812 0.4 -0.3 0.0 0.483
H 1.11978 0.93454 1.00935 -0.3 -0.1 0.0 0.249
H 2.00549 4.65563 0.85294 -0.1 -0.1 0.0 0.247
C 0.58888 3.62860 -0.45473 0.2 0.2 -0.1 -0.415
H 0.33867 2.58439 -0.63644 -0.1 0.0 0.1 0.245
H -0.35932 4.15246 -0.33143 -0.1 0.0 0.0 0.224
C 1.30191 4.20410 -1.68154 0.1 -0.1 0.0 -0.399
H 0.65434 4.03310 -2.54190 -0.1 0.1 0.0 0.223
H 1.42282 5.28345 -1.55663 -0.1 0.1 0.0 0.199
C 2.67256 3.59542 -1.97836 -0.1 -0.1 0.0 -0.418
H 3.10463 4.12175 -2.83375 0.1 0.0 0.0 0.207
C 2.61058 2.09828 -2.29734 0.0 0.3 0.1 -0.228
N 3.91774 1.44635 -2.33274 0.3 0.2 -0.1 -0.852
H 4.42318 1.66532 -1.47666 0.0 0.0 0.0 0.373
H 4.47028 1.81825 -3.09961 0.0 0.0 0.1 0.368
H 2.12280 1.94166 -3.26204 -0.1 0.0 0.1 0.197
H 2.01968 1.57479 -1.54386 -0.1 0.0 -0.1 0.189
H 3.34457 3.75361 -1.13106 0.0 0.0 -0.1 0.211
C -0.25636 6.04886 1.70684 -0.1 0.1 -0.1 -0.235
C -1.68375 6.16322 1.09941 0.0 0.2 -0.3 -0.220
H -2.04846 7.19055 1.20690 0.1 0.0 -0.1 0.203
H -1.70224 5.89799 0.04203 0.1 0.1 0.1 0.238
H 0.49507 6.11980 0.92465 0.0 0.0 0.0 0.220
H -0.09084 6.86638 2.41611 0.1 0.0 -0.1 0.208
H -0.57422 5.38250 4.40435 0.0 0.0 0.0 0.203
H -1.03926 3.72956 3.94368 0.0 0.2 0.0 0.249
H -3.18310 4.64424 3.65783 0.1 0.2 0.1 0.253
H -2.55279 6.30629 3.55563 0.0 -0.1 0.0 0.200
N -4.47245 3.49143 -1.96899 -0.1 0.0 -0.1 -0.403
C -5.14285 2.42815 -2.67363 -0.3 -0.2 0.0 -0.229
H -6.06027 2.81851 -3.12613 0.0 -0.1 0.0 0.205
H -5.40705 1.67136 -1.93551 0.0 0.0 -0.2 0.249
C -4.20362 1.87673 -3.77952 -0.2 0.0 0.0 -0.238
N -2.84479 2.25985 -3.47617 0.0 0.2 -0.1 -0.425
C -1.89462 1.51750 -2.88336 0.1 -0.3 -0.2 0.687
O -0.81900 1.98280 -2.55065 0.1 0.0 0.1 -0.645
C -2.12948 0.00101 -2.71102 -0.2 0.3 0.3 -0.112
N -0.84738 -0.56057 -2.36235 0.7 -0.5 -0.5 -0.142
C 0.11129 -1.02539 -3.18633 0.4 -0.1 0.4 -0.021
C 1.15699 -1.36584 -2.35129 -0.4 0.3 -0.8 0.065
N 0.76682 -1.07154 -1.09210 0.2 -0.1 -0.1 -0.305
N -0.42172 -0.58687 -1.11574 -0.9 0.4 0.6 -0.064
C 2.47275 -1.98663 -2.69515 0.1 -0.4 0.0 -0.062
N 3.54282 -1.34894 -1.91806 0.0 -0.1 -0.5 -0.862
H 4.43061 -1.78538 -2.14606 0.0 0.0 0.0 0.378
H 3.62536 -0.34321 -2.14438 0.1 -0.1 -0.1 0.434
C 2.48375 -3.49858 -2.40330 -0.1 0.2 -0.5 -0.395
H 2.28731 -3.66475 -1.34338 0.1 0.0 0.2 0.212
H 3.49455 -3.85480 -2.61526 0.1 0.0 0.1 0.205
C 1.48613 -4.30952 -3.24812 0.0 -0.2 0.3 -0.207
C 0.16336 -4.52059 -2.51468 0.1 0.2 -0.2 -0.612
H -0.54574 -5.04087 -3.15263 -0.1 -0.1 0.0 0.217
H -0.28786 -3.57909 -2.21559 -0.2 0.1 0.1 0.207
H 0.31709 -5.12359 -1.62311 0.0 -0.1 0.2 0.205
C 2.08523 -5.66724 -3.61233 -0.1 0.3 -0.1 -0.601
H 2.33094 -6.22462 -2.71138 0.1 -0.1 0.1 0.204
H 1.37493 -6.25141 -4.19141 -0.1 -0.1 -0.1 0.214
H 2.98977 -5.54796 -4.20423 0.1 0.0 0.0 0.207
H 1.28843 -3.76324 -4.17745 0.0 0.0 0.0 0.186
H 2.62583 -1.84500 -3.77683 0.0 -0.1 0.2 0.193
H -0.01170 -1.08758 -4.24603 0.0 0.0 -0.3 0.229
H -2.43599 -0.43877 -3.66587 0.1 0.0 0.1 0.235
C -3.12391 -0.36636 -1.59850 0.0 -0.1 -0.1 -0.463
C -3.13997 -1.84853 -1.39470 -0.1 0.0 -0.3 0.246
C -3.27251 -2.85466 -2.31111 0.0 0.3 0.0 -0.342
C -3.20514 -4.08388 -1.59911 0.1 0.0 0.4 -0.102
C -3.27630 -5.42598 -1.97219 0.0 0.0 0.1 -0.192
C -3.16895 -6.38621 -0.99283 0.0 -0.2 -0.2 -0.232
C -3.00202 -6.03949 0.35141 0.0 0.0 0.2 -0.221
C -2.93285 -4.72188 0.74931 0.0 0.0 0.1 -0.265
C -3.02749 -3.74595 -0.23522 0.0 -0.5 -0.4 0.190
N -2.98723 -2.38519 -0.14565 -0.1 0.3 0.0 -0.574
H -2.86647 -1.84567 0.70012 0.0 0.1 0.2 0.440
H -2.82252 -4.45476 1.79048 0.0 0.0 0.1 0.208
H -2.93505 -6.82376 1.09079 0.0 -0.1 0.1 0.215
H -3.22270 -7.43113 -1.25867 0.0 -0.1 0.0 0.217
H -3.41949 -5.69994 -3.00669 0.0 -0.1 -0.1 0.215
H -3.41448 -2.75006 -3.36916 0.0 0.1 -0.2 0.217
H -4.12175 -0.01490 -1.85690 0.1 0.1 0.0 0.241
H -2.82461 0.12828 -0.67357 -0.1 0.1 -0.1 0.251
C -2.64310 3.69946 -3.55782 0.2 0.3 0.0 -0.232
H -1.69085 3.91745 -3.07413 -0.1 0.0 -0.1 0.243
C -3.80554 4.42344 -2.83955 0.1 0.2 -0.1 -0.241
H -4.53772 4.79598 -3.56083 0.0 0.0 0.0 0.201
H -3.43569 5.25233 -2.23866 0.0 0.0 -0.2 0.256
H -2.58741 3.99577 -4.60956 0.0 0.0 0.0 0.203
H -4.29881 0.79783 -3.88004 0.0 0.0 -0.1 0.217
H -4.45655 2.33013 -4.74336 0.0 -0.1 0.0 0.210
H -5.01821 0.39928 1.42772 0.0 0.1 -0.1 0.406
H -4.92077 0.81475 3.98198 0.1 0.0 0.0 0.205
H -3.40892 1.64442 3.55803 -0.1 -0.1 0.1 0.237
H -2.83592 -0.61427 4.30077 -0.1 0.0 0.0 0.182
H -4.11042 -1.33755 3.28996 0.0 0.1 0.1 0.191
H -1.49660 1.02447 2.46641 0.0 0.0 0.0 0.207
H -1.02464 -0.05056 1.12288 0.0 0.1 0.1 0.225
H -1.12928 -2.74614 2.20206 0.0 -0.1 0.0 0.198
H 0.12440 -3.33052 3.32702 -0.1 0.1 -0.1 0.186
H -0.09926 -4.64360 1.18580 0.1 0.1 0.0 0.198
H 1.53076 -5.54226 2.63506 0.1 0.0 -0.1 0.211
H 3.19512 -5.32105 2.03276 -0.2 0.0 0.1 0.229
H 3.15521 -2.68841 5.29081 0.2 0.4 0.5 0.240
```
Forces are in eV/Å.

***

Entry 4:
The following is a quantum chemistry calculation of a structure of composition C32H16AuF9N4O4P, from the OMol25 dataset.

**ΔE to the lowest compared entry with this formula, charge and spin**: 0.069 eV
**Lowest unoccupied orbital energy (alpha / beta)**: -5.334 / -5.333 eV
**Maximum force**: 0.2 eV Å⁻¹
**Frontier orbital gap (alpha / beta)**: 6.4 / 6.4 eV
**Energy**: -3124.69012 hartree
**Total charge**: +1

Structure (XYZ):
```
67
Properties=species:S:1:pos:R:3:forces:R:3:nbo_charge:R:1
Au 1.03979 -0.66709 1.21620 -0.1 0.2 0.0 1.203
O 1.74393 -4.65647 3.68377 0.0 0.0 0.0 -0.654
C 1.89240 -3.70287 2.76783 0.0 0.0 0.0 0.765
O 1.53012 -3.77616 1.62660 0.1 0.0 0.0 -0.559
C 2.65579 -2.52244 3.30027 -0.1 0.0 0.0 0.096
C 3.55669 -2.65848 4.33953 0.0 0.0 0.0 -0.176
C 4.40358 -1.59960 4.64768 0.0 0.0 0.0 -0.118
C 4.34342 -0.45097 3.88098 0.0 0.0 0.0 -0.174
C 3.38619 -0.37450 2.88455 0.0 0.1 0.0 0.104
N 2.53530 -1.37031 2.62797 0.1 0.0 0.0 -0.498
C 3.31572 0.84558 1.99015 -0.1 0.0 0.1 0.742
O 4.13756 1.71084 2.05741 0.0 0.0 0.0 -0.516
O 2.30322 0.86744 1.12898 0.1 -0.1 -0.2 -0.739
H 1.29747 -5.41248 3.26916 0.0 0.0 0.0 0.520
H 3.60812 -3.59783 4.86935 0.0 0.0 0.0 0.263
H 5.12071 -1.69082 5.45181 0.0 0.0 0.0 0.250
H 5.00481 0.39256 4.02026 0.0 0.0 0.0 0.273
N -0.42902 -1.94161 1.63848 0.0 -0.1 0.1 -0.612
C -1.45621 -2.36253 1.24785 0.0 0.1 0.0 0.531
C -2.68959 -2.80555 0.91918 0.0 0.0 -0.1 -0.508
C -3.75905 -1.89580 1.16013 0.0 0.0 0.1 0.296
N -4.54703 -1.08561 1.38050 0.0 0.0 0.0 -0.313
C -2.86024 -4.06239 0.27605 0.0 -0.1 0.1 0.273
N -2.97047 -5.08395 -0.24081 0.0 0.0 -0.1 -0.269
F -4.60946 -2.27615 -4.48530 0.0 0.0 0.0 -0.313
C -4.04235 -2.99057 -3.49987 0.0 0.0 0.0 0.969
F -5.02571 -3.42618 -2.70312 0.0 0.0 0.0 -0.306
F -3.44900 -4.05127 -4.05046 0.0 0.0 0.0 -0.306
C -3.06735 -2.13482 -2.72282 0.0 0.0 0.0 -0.082
C -1.74032 -2.52074 -2.57899 0.0 0.0 0.0 -0.181
C -0.88110 -1.72646 -1.84527 0.0 0.0 0.0 -0.122
C -1.35517 -0.55527 -1.24781 0.0 0.0 0.0 -0.480
C -2.68147 -0.16654 -1.40527 0.0 0.0 0.0 -0.111
C -3.53770 -0.96510 -2.14830 0.0 0.0 0.0 -0.187
P -0.15653 0.46563 -0.39920 0.0 -0.1 0.0 1.274
C -0.91131 1.83575 0.46007 0.0 0.0 0.0 -0.359
C -0.32652 3.10148 0.40769 0.0 0.0 0.0 -0.180
C -0.87970 4.13360 1.14420 0.0 0.0 0.0 -0.164
C -1.99835 3.89637 1.93169 0.0 0.0 0.0 -0.092
C -2.57041 2.63451 2.00377 0.0 0.0 0.0 -0.166
C -2.02134 1.59507 1.27328 0.0 0.0 0.0 -0.201
C -2.59996 5.05277 2.69717 0.0 0.0 0.0 0.969
F -3.45052 4.63734 3.64011 0.0 0.0 0.0 -0.309
F -3.27009 5.86633 1.86782 0.0 0.0 0.0 -0.309
F -1.64563 5.78121 3.29249 0.0 0.0 0.0 -0.311
C 0.97956 1.02678 -1.67221 0.0 0.1 0.0 -0.434
C 0.44371 1.90617 -2.61392 0.0 0.0 0.0 -0.118
C 1.21533 2.31894 -3.68675 0.0 0.0 0.0 -0.184
C 2.50920 1.83908 -3.82038 0.0 0.0 0.0 -0.088
C 3.03887 0.94942 -2.89692 0.0 0.0 0.0 -0.174
C 2.27472 0.54139 -1.81795 0.0 0.0 0.0 -0.152
C 3.35987 2.24727 -5.00068 0.0 0.0 0.0 0.970
F 4.60785 2.54273 -4.61367 0.0 0.0 0.0 -0.311
F 3.44053 1.24614 -5.89041 0.0 0.0 0.0 -0.311
F 2.85855 3.31435 -5.63011 0.0 0.0 0.0 -0.310
H -1.39147 -3.44052 -3.02599 0.0 0.0 0.0 0.257
H 0.15521 -2.02677 -1.73150 0.0 0.0 0.0 0.221
H -3.05990 0.74131 -0.95678 0.0 0.0 0.0 0.231
H -4.57479 -0.67954 -2.26540 0.0 0.0 0.0 0.254
H 0.55783 3.27757 -0.18940 0.0 0.0 0.0 0.242
H -0.43694 5.12001 1.11450 0.0 0.0 0.0 0.250
H -3.43603 2.45913 2.62690 0.0 0.0 0.0 0.258
H -2.47195 0.61134 1.34087 0.0 0.0 0.0 0.241
H -0.57246 2.27074 -2.51891 0.0 0.0 0.0 0.222
H 0.81180 3.00881 -4.41422 0.0 0.0 0.0 0.252
H 4.04986 0.58388 -3.01592 0.0 0.0 0.0 0.249
H 2.69737 -0.14415 -1.09691 0.0 0.0 0.0 0.226
```
Forces are in eV/Å.

***

Look up the maximum force of the fourth one. 0.2 eV Å⁻¹

***

Which formula does entry 3 have? C51H79N18O5